(1)
{
  "formula": "C4H5NO",
  "method": "ωB97M-V with the def2-TZVPD basis set",
  "species": ["C", "C", "C", "C", "H", "H", "H", "H", "H", "N", "O"],
  "coordinates": [[0.495, -1.150, 1.049], [-0.032, -0.039, 0.214], [-0.925, 0.049, -0.699], [-0.569, 1.324, -1.298], [0.174, -2.172, 0.947], [1.693, -1.292, 1.103], [0.373, -0.880, 2.068], [-1.319, -0.843, -1.126], [-1.105, 2.254, -1.802], [0.393, 1.760, -0.763], [0.822, 0.987, 0.307]],
  "smiles": "Cc1ccno1",
  "lumo_energy_ha": 0.0360,
  "multiplicity": 1,
  "total_charge": 0,
  "de_lowest_kj_mol": 340.9
}

(2)
{
  "formula": "C20H33BeFO4",
  "method": "ωB97M-V with the def2-TZVPD basis set",
  "species": ["C", "C", "C", "C", "C", "C", "C", "C", "C", "C", "C", "C", "C", "C", "C", "O", "C", "O", "C", "O", "O", "C", "C", "C", "F", "H", "H", "H", "H", "H", "H", "H", "H", "H", "H", "H", "H", "H", "H", "H", "H", "H", "H", "H", "H", "H", "H", "H", "H", "H", "H", "H", "H", "H", "H", "H", "H", "H", "Be"],
  "coordinates": [[1.108, -2.731, -0.844], [0.125, -2.636, -0.155], [-1.036, -2.647, 0.768], [-2.262, -3.142, -0.036], [-3.408, -2.123, -0.205], [-3.502, -1.391, -1.577], [-2.186, -1.149, -2.336], [-1.454, 0.113, -1.786], [0.000, 0.146, -2.305], [0.340, 1.391, -3.142], [0.183, 2.709, -2.367], [1.168, 2.837, -1.190], [0.960, 4.168, -0.454], [2.095, 4.431, 0.546], [1.619, 5.350, 1.749], [2.310, 5.079, 2.909], [3.600, 5.677, 2.955], [-1.219, -1.488, 1.568], [-1.880, -1.996, 2.690], [-2.578, -1.428, 3.445], [-1.640, -3.385, 2.803], [-0.550, -3.560, 1.913], [-0.080, -4.977, 1.583], [1.474, -4.959, 1.671], [-0.470, -5.812, 2.587], [1.816, -3.039, -1.575], [-2.681, -3.971, 0.550], [-1.930, -3.592, -0.969], [-4.329, -2.700, -0.106], [-3.446, -1.365, 0.577], [-3.899, -0.394, -1.362], [-4.250, -1.853, -2.222], [-1.533, -2.019, -2.424], [-2.471, -0.887, -3.361], [-1.500, 0.057, -0.692], [-2.034, 0.985, -2.090], [0.654, 0.075, -1.429], [0.251, -0.726, -2.918], [-0.332, 1.415, -4.010], [1.343, 1.250, -3.556], [-0.854, 2.782, -2.034], [0.387, 3.543, -3.045], [0.953, 2.039, -0.474], [2.185, 2.769, -1.581], [0.978, 5.000, -1.166], [-0.020, 4.197, 0.029], [2.886, 4.993, 0.039], [2.564, 3.509, 0.898], [1.721, 6.403, 1.455], [0.554, 5.183, 1.915], [4.258, 5.137, 2.263], [4.018, 5.603, 3.956], [3.502, 6.741, 2.720], [0.250, -2.978, 2.395], [-0.436, -5.365, 0.629], [1.932, -5.648, 0.900], [1.901, -3.968, 1.497], [1.806, -5.312, 2.689], [3.040, -6.337, 1.713]],
  "lumo_energy_ha": -0.4590,
  "multiplicity": 1,
  "total_charge": 2,
  "de_lowest_kj_mol": 39.7
}

(3)
{
  "formula": "C26H13BrCl5CuN4O2S",
  "method": "ωB97M-V with the def2-TZVPD basis set",
  "species": ["Cu", "O", "N", "C", "C", "C", "C", "C", "S", "H", "H", "H", "H", "Br", "C", "C", "C", "C", "C", "C", "N", "N", "C", "C", "C", "C", "O", "C", "N", "C", "C", "C", "C", "H", "H", "H", "H", "H", "H", "H", "H", "H", "Cl", "C", "C", "C", "Cl", "C", "Cl", "C", "Cl", "C", "Cl"],
  "coordinates": [[0.233, 1.470, 1.716], [-0.829, 0.206, 3.140], [-0.347, -0.740, 3.887], [-1.229, -1.389, 4.684], [-0.872, -2.410, 5.525], [0.473, -2.786, 5.564], [1.365, -2.121, 4.763], [1.000, -1.070, 3.886], [2.106, -0.266, 2.886], [-2.235, -1.013, 4.580], [-1.629, -2.888, 6.132], [0.809, -3.587, 6.212], [2.416, -2.377, 4.766], [-4.390, -5.500, -4.595], [-2.977, -4.239, -4.807], [-2.037, -4.081, -3.796], [-1.022, -3.156, -3.941], [-0.918, -2.376, -5.104], [-1.861, -2.580, -6.115], [-2.893, -3.496, -5.968], [0.197, -1.573, -5.406], [0.786, -0.847, -4.538], [0.230, -0.419, -3.376], [-1.159, -0.314, -3.116], [-1.664, 0.176, -1.950], [-0.804, 0.604, -0.872], [-1.220, 1.043, 0.204], [0.652, 0.542, -1.143], [1.439, 0.953, -0.133], [2.740, 0.942, -0.303], [3.335, 0.530, -1.503], [2.543, 0.093, -2.534], [1.145, 0.086, -2.374], [-2.105, -4.673, -2.893], [-0.294, -3.030, -3.150], [-1.770, -2.003, -7.027], [-3.623, -3.629, -6.756], [-1.846, -0.587, -3.907], [-2.731, 0.283, -1.803], [3.337, 1.260, 0.545], [4.414, 0.546, -1.600], [2.965, -0.249, -3.470], [0.700, 2.364, 5.033], [0.719, 3.648, 3.837], [0.542, 3.323, 2.493], [0.545, 4.435, 1.651], [0.332, 4.183, -0.080], [0.705, 5.754, 2.070], [0.676, 7.089, 0.951], [0.892, 6.012, 3.424], [1.107, 7.641, 3.989], [0.903, 4.944, 4.315], [1.147, 5.271, 6.009]],
  "lumo_energy_ha": 0.1325,
  "multiplicity": 1,
  "total_charge": -2,
  "de_lowest_kj_mol": 12.1
}

(4)
{
  "formula": "C4H2F3I",
  "method": "ωB97M-V with the def2-TZVPD basis set",
  "species": ["C", "C", "C", "C", "F", "F", "F", "I", "H", "H"],
  "coordinates": [[-0.035, 0.242, -1.155], [1.040, -0.102, -0.453], [-1.103, 0.346, -0.103], [0.516, -0.240, 0.950], [-1.527, 1.562, 0.234], [-2.143, -0.484, -0.125], [0.934, 0.662, 1.841], [0.418, -2.184, 1.792], [-0.156, 0.444, -2.207], [2.057, -0.246, -0.774]],
  "lumo_energy_ha": 0.0074,
  "multiplicity": 1,
  "total_charge": 0,
  "de_lowest_kj_mol": 61.6
}

no.,Kohn-Sham gap (eV)
1,10.84
2,1.29
3,4.94
4,9.41